(1)
C4H9NO2 | ωB97M-V/def2-TZVPD

Output
relative energy (zero: lowest compared OMol25 entry of this formula, charge and spin): 62.8 kcal/mol
2S+1: 1
SMILES: CNCOCC=O
LUMO: 0.48 eV

Last columns: bonded neighbours and bond lengths (Å).
CARTESIAN COORDINATES (ANGSTROEM)
1 C -0.1162 -1.1290 -2.0348  N2 1.453, H8 1.104, H9 1.095, H10 1.095
2 N 0.2309 -0.9377 -0.6372  C1 1.453, C3 1.432, H16 1.019
3 C -0.8301 -0.4213 0.1742  N2 1.432, O4 1.410, H11 1.093, H14 1.120
4 O -0.5364 -0.4893 1.5518  C3 1.410, C5 1.415
5 C 0.4002 0.4997 1.9335  O4 1.415, C6 1.537, H12 1.097, H13 1.097
6 C 0.5374 1.6260 0.8961  C5 1.537, O7 1.213, H15 1.105
7 O 1.3262 1.5715 -0.0232  C6 1.213
8 H -0.3117 -0.1937 -2.5871  C1 1.104
9 H 0.7050 -1.6525 -2.5343  C1 1.095
10 H -1.0057 -1.7633 -2.1073  C1 1.095
11 H -1.7517 -0.9826 -0.0021  C3 1.093
12 H 0.0665 0.9185 2.8905  C5 1.097
13 H 1.3972 0.0585 2.0505  C5 1.097
14 H -1.0389 0.6609 -0.0224  C3 1.120
15 H -0.0891 2.5261 1.0280  C6 1.105
16 H 1.0164 -0.2918 -0.5761  N2 1.019

***

(2)
C19H36N4O3P | ωB97M-V/def2-TZVPD

Output
net charge: -1
2S+1: 1
LUMO: 2.63 eV

Last columns: bonded neighbours and bond lengths (Å).
CARTESIAN COORDINATES (ANGSTROEM)
1 C 2.8741 3.5672 1.5795  C2 1.200, H18 1.061
2 C 3.1286 2.7011 0.7882  C1 1.200, C3 1.496
3 C 3.3961 1.5703 -0.1540  C2 1.496, C4 1.534, O17 1.381, H19 1.096
4 C 2.0590 1.1741 -0.7920  C3 1.534, O5 1.386, H20 1.093, H21 1.103
5 O 1.3768 0.4828 0.1963  C4 1.386, P6 1.803
6 P 2.4793 -0.4284 1.2949  O5 1.803, C7 1.907, C9 1.917, O17 1.807, H22 1.434, H23 1.441
7 C 3.7041 -1.2175 2.5251  P6 1.907, N8 1.483, H24 1.092, H25 1.095
8 N 3.8736 -2.6904 2.4754  C7 1.483, H26 1.014, H27 1.015
9 C 2.5085 -1.8647 0.0253  P6 1.917, C10 1.537, H28 1.093, H29 1.094
10 C 1.5070 -2.9927 0.3202  C9 1.537, C11 1.546, H30 1.089, H31 1.096
11 C 0.0695 -2.6248 -0.1158  C10 1.546, C12 1.522, H32 1.087, H33 1.096
12 C -1.0458 -2.7432 0.9132  C11 1.522, N13 1.475, H34 1.089, H35 1.092
13 N -1.0695 -1.7440 1.9983  C12 1.475, C14 1.364, H36 1.010
14 C -1.7749 -0.5818 1.8863  N13 1.364, C15 1.505, O16 1.226
15 C -1.7791 0.1145 0.5524  C14 1.505, H37 1.091, H38 1.085, H39 1.085
16 O -2.3467 -0.0879 2.8517  C14 1.226
17 O 3.8420 0.4175 0.4630  C3 1.381, P6 1.807
18 H 2.5435 4.3047 2.2670  C1 1.061
19 H 4.1252 1.9738 -0.8653  C3 1.096
20 H 1.5058 2.0301 -1.1875  C4 1.093
21 H 2.3050 0.4808 -1.6144  C4 1.103
22 H 1.3843 -1.0711 1.9617  P6 1.434
23 H 2.3484 0.6399 2.2537  P6 1.441
24 H 3.2913 -0.9750 3.5070  C7 1.092
25 H 4.6580 -0.6848 2.4494  C7 1.095
26 H 4.5873 -2.9141 1.7909  N8 1.014
27 H 4.2457 -3.0229 3.3589  N8 1.015
28 H 3.5129 -2.2755 -0.1045  C9 1.093
29 H 2.2238 -1.4928 -0.9636  C9 1.094
30 H 1.5615 -3.3273 1.3554  C10 1.089
31 H 1.8323 -3.8426 -0.2905  C10 1.096
32 H 0.0968 -1.6377 -0.5708  C11 1.087
33 H -0.2246 -3.3248 -0.9057  C11 1.096
34 H -1.0328 -3.7227 1.3885  C12 1.089
35 H -1.9952 -2.6849 0.3772  C12 1.092
36 H -1.2529 -2.1438 2.9080  N13 1.010
37 H -2.6284 -0.2354 -0.0365  C15 1.091
38 H -0.8513 -0.0235 0.0079  C15 1.085
39 H -1.8793 1.1754 0.7539  C15 1.085
40 C -1.3020 4.4768 1.8595  C41 1.524, H45 1.090, H46 1.089, H47 1.093
41 C -0.6430 5.2819 0.7463  C40 1.524, C42 1.535, H48 1.092, H49 1.092
42 C -1.4922 5.3389 -0.5314  C41 1.535, C43 1.461, H50 1.091, H51 1.092
43 C -1.7193 3.9973 -1.0642  C42 1.461, N44 1.147
44 N -1.8165 2.9316 -1.4764  C43 1.147
45 H -1.4395 3.4347 1.5698  C40 1.090
46 H -0.6825 4.4845 2.7555  C40 1.089
47 H -2.2790 4.8907 2.1207  C40 1.093
48 H 0.3306 4.8472 0.5117  C41 1.092
49 H -0.4651 6.3054 1.0841  C41 1.092
50 H -0.9925 5.9303 -1.2996  C42 1.091
51 H -2.4613 5.8001 -0.3303  C42 1.092
52 C -2.1554 -2.5535 -4.3164  C53 1.524, H57 1.091, H58 1.090, H59 1.091
53 C -3.5601 -2.0296 -4.0425  C52 1.524, C54 1.532, H60 1.092, H61 1.091
54 C -3.8339 -1.8372 -2.5472  C53 1.532, C55 1.463, H62 1.091, H63 1.092
55 C -3.7137 -3.0953 -1.8107  C54 1.463, N56 1.148
56 N -3.5908 -4.0615 -1.2037  C55 1.148
57 H -2.0061 -3.5372 -3.8691  C52 1.091
58 H -1.9827 -2.6473 -5.3889  C52 1.090
59 H -1.3993 -1.8799 -3.9100  C52 1.091
60 H -4.2988 -2.7170 -4.4606  C53 1.092
61 H -3.6981 -1.0692 -4.5422  C53 1.091
62 H -4.8369 -1.4423 -2.3819  C54 1.091
63 H -3.1219 -1.1271 -2.1209  C54 1.092

***

(3)
C3H4S2 | ωB97M-V/def2-TZVPD

Output
relative energy (zero: lowest compared OMol25 entry of this formula, charge and spin): 70.6 kcal/mol
2S+1: 1
LUMO: 0.09 eV

Last columns: bonded neighbours and bond lengths (Å).
CARTESIAN COORDINATES (ANGSTROEM)
1 C 0.1075 0.9521 -0.1502  C2 1.308, S4 1.963, H6 1.023
2 C 0.9255 -0.0428 0.0767  C1 1.308, C3 1.326
3 C 1.4858 -1.2027 0.3907  C2 1.326, H7 1.090, H8 1.060
4 S -1.8228 0.8974 0.2042  C1 1.963, S5 1.905, H9 1.418
5 S -2.4472 -0.8274 -0.3089  S4 1.905
6 H 0.2721 1.7646 -0.7497  C1 1.023
7 H 1.7604 -1.1512 1.4439  C3 1.090
8 H 1.4419 -2.1812 -0.0149  C3 1.060
9 H -1.7232 1.7911 -0.8917  S4 1.418

***

no.,HOMO (Ha),HOMO-LUMO gap (Ha)
1,-0.334,0.3514
2,-0.147,0.2438
3,-0.313,0.3165